156
Properties=species:S:1:pos:R:3 method="wB97M-V/def2-TZVPD" charge=0 homo_energy_ha=-0.2879 orbital_gap_ev=8.53 e_tot_ev=-61255.599 relative_energy_kcal_mol=18.3 lumo_energy_ev=0.692
C 1.910 -7.203 -2.771
H 3.659 -2.393 3.393
H -2.495 7.943 0.687
H -5.011 -1.669 4.523
H -0.951 -0.249 6.161
H 2.932 -4.534 -3.087
H -1.527 6.269 2.024
H 2.344 -6.397 2.538
H 2.173 -5.713 4.108
H 2.732 7.789 2.606
H 0.129 6.182 -0.001
H 3.634 0.928 0.628
C 2.612 7.238 1.674
C 3.803 -1.151 -2.006
N 2.351 -6.403 -3.902
H 1.252 -1.736 -5.127
C 3.783 6.289 1.506
H 4.879 -5.898 -3.048
H -0.051 -6.143 2.025
H -1.021 2.996 -3.883
H 3.122 -0.784 0.464
N 2.081 -4.339 2.555
C 0.888 2.473 -3.040
H 0.151 -7.024 3.512
C 1.777 -5.645 3.093
C 0.239 7.472 2.035
H 0.164 -1.713 1.343
H -3.405 -3.615 4.486
C -0.905 6.771 2.767
H -3.282 0.650 -3.374
H -5.244 6.672 1.191
H -3.728 2.979 2.994
C -1.896 0.937 -5.014
H -1.702 -3.288 4.275
C -0.170 2.366 -4.127
H -2.395 0.821 0.799
O 0.434 -1.775 -1.135
H 1.886 3.805 0.737
C -4.142 6.595 1.300
H -2.919 -1.660 5.967
H -2.884 2.354 -3.742
H 1.391 -8.854 -4.065
C -4.412 -1.476 3.615
C -1.106 -0.761 5.210
H -3.816 -3.915 2.183
H -0.513 -1.670 5.138
H 0.901 -6.883 -2.512
H -1.224 -0.941 2.036
C 0.355 -1.243 -4.741
H 2.482 -4.577 -4.791
H -0.363 -5.363 3.590
C -0.359 -0.761 1.390
H -5.031 4.065 1.154
H -0.555 6.024 3.480
H 2.089 -4.939 -0.795
H -0.984 1.774 0.393
H 1.372 0.610 -4.957
H 1.649 -3.516 4.451
N 1.328 6.540 1.727
C -3.935 4.200 1.239
H -3.566 6.449 -1.177
C -2.679 -3.097 3.831
H 3.994 -2.132 -1.554
O 5.670 1.558 -0.555
H 3.813 5.815 0.525
H -3.993 8.336 -0.067
H -3.778 8.709 1.619
H -2.393 -2.956 1.708
H 0.309 -0.010 1.819
H 0.674 -4.146 0.953
H -0.185 7.903 1.115
H -2.941 4.744 -2.610
H -1.509 7.492 3.322
C 2.636 -2.039 3.281
H -0.499 -1.814 -5.106
C 1.761 -4.113 1.162
H -1.946 1.081 -0.914
C -4.759 -0.084 3.093
H 0.628 8.306 2.621
C -3.083 1.372 -4.166
H 0.167 0.405 -6.204
C 0.365 0.228 -5.134
H 3.437 -7.822 -4.963
H 1.116 3.526 -2.849
H 2.513 -1.537 2.324
H 0.498 -4.766 -2.446
C 2.202 -4.955 -3.804
H 2.725 -1.101 -2.180
H 3.795 -6.144 -5.343
N -0.602 0.986 -4.332
H -3.991 4.662 3.371
H -2.088 -0.073 -5.375
H -3.511 3.387 0.645
C 0.804 -4.500 -3.459
H 0.412 -1.277 -3.654
H 2.183 -6.105 0.494
H -3.150 -0.109 5.190
H 2.405 -1.317 4.068
C 0.304 -6.040 3.053
H -0.950 -0.528 -1.952
C -2.778 -3.687 2.417
H 1.814 6.014 -0.275
H 0.662 -3.432 -3.596
C 0.921 4.305 0.662
C 2.446 -5.079 0.225
H 0.477 2.074 -2.110
C 1.044 5.814 0.480
C 5.328 0.630 -1.261
C 3.582 -6.834 -4.522
H 5.729 -7.028 -4.150
C -3.811 5.463 -0.785
H -3.220 3.446 -1.534
H -3.956 1.435 -4.816
C 1.673 -3.233 3.398
H -0.826 -0.067 4.417
C 1.868 -8.684 -3.100
H 4.722 6.832 1.624
H 2.852 -9.155 -3.098
H -4.018 6.558 2.384
C -2.590 -1.042 5.112
C -0.426 -0.917 -1.063
H 0.347 3.864 -0.160
H -2.422 4.136 2.791
H 1.812 1.971 -3.313
C 4.811 -6.839 -3.596
H 2.567 -7.023 -1.903
H 5.942 0.278 -2.111
N 4.180 -0.061 -1.141
H 4.719 -7.625 -2.839
H -2.236 -4.632 2.400
C 3.258 0.170 -0.051
N -0.866 -0.364 0.092
H 4.294 -1.128 -2.979
C -1.563 0.892 0.092
C -3.572 7.947 0.866
H 1.270 -9.196 -2.342
H -1.867 1.613 -5.892
H -1.886 4.652 -1.225
H -5.783 -0.051 2.720
H 3.741 5.499 2.257
H 0.343 4.091 1.565
C -2.917 4.493 -1.542
H -4.091 0.195 2.274
H 0.017 -4.941 -4.085
C -3.497 3.995 2.662
H 2.623 7.968 0.842
H 0.239 2.761 -5.078
H -4.886 5.278 -0.944
N -2.984 -1.660 3.845
H -4.651 0.707 3.839
N -3.512 5.467 0.647
H 0.670 -2.866 3.110
H 3.534 -4.995 0.236
H 2.276 0.468 -0.433
H 2.079 -3.102 0.901
H -4.753 -2.178 2.857